The following is a quantum chemistry calculation of C21H48Br6Cl3O12P3 as an isolated structure at a distorted geometry, from the Open Molecules 2025 dataset.

```
! wB97M-V def2-TZVPD RIJCOSX def2/J DEFGRID3
* xyz 0 1
C -5.386 0.670 -3.264
Br -5.057 2.227 -4.487
Br -5.112 -1.059 -4.307
Br -7.276 0.856 -2.644
H -4.634 0.698 -2.475
C -0.996 -1.646 -5.354
Br -1.872 -3.359 -5.828
Br -2.296 -0.084 -5.494
Br 0.732 -1.196 -6.065
H -0.851 -1.721 -4.277
C -1.518 -4.853 0.529
C -1.498 -4.941 2.148
O -2.332 -4.067 2.766
P -2.354 -3.911 4.354
O -1.068 -3.993 4.976
O -3.146 -2.499 4.525
C -2.550 -1.253 4.520
C -3.465 -0.222 3.907
O -3.501 -4.987 4.835
C -3.795 -5.292 6.136
C -5.219 -4.731 6.466
H -0.986 -3.961 0.199
H -1.029 -5.766 0.189
H -2.521 -4.850 0.102
H -1.761 -5.977 2.361
H -0.524 -4.730 2.588
H -2.431 -0.932 5.555
H -1.639 -1.365 3.932
H -2.996 0.746 3.736
H -3.873 -0.567 2.958
H -4.238 -0.101 4.666
H -3.798 -6.379 6.221
H -3.107 -4.857 6.861
H -5.443 -5.121 7.459
H -5.028 -3.661 6.549
H -5.982 -4.898 5.706
C -2.029 3.908 -5.072
C -0.966 3.067 -4.379
O -0.012 3.842 -3.712
P 1.211 3.107 -3.033
O 0.932 1.995 -2.068
O 2.176 2.679 -4.369
C 2.779 3.751 -5.194
C 2.442 3.740 -6.677
O 2.003 4.354 -2.305
C 1.577 4.897 -1.101
C 0.400 5.789 -1.197
H -2.705 3.258 -5.628
H -2.428 4.456 -4.219
H -1.473 4.529 -5.774
H -1.483 2.367 -3.723
H -0.342 2.498 -5.069
H 2.640 4.788 -4.891
H 3.852 3.580 -5.107
H 2.458 2.790 -7.210
H 1.404 4.060 -6.581
H 2.940 4.591 -7.142
H 1.317 4.241 -0.270
H 2.510 5.439 -0.944
H 0.136 6.319 -0.282
H 0.392 6.491 -2.031
H -0.387 5.043 -1.311
C 0.576 -2.025 1.915
C 1.146 -0.932 2.831
O 2.044 -0.055 2.133
P 3.432 -0.531 1.456
O 3.451 -1.756 0.568
O 4.095 0.853 0.771
C 3.826 1.522 -0.519
C 5.183 2.062 -0.917
O 4.449 -0.769 2.797
C 5.784 -1.240 2.597
C 6.213 -1.885 3.939
H 1.114 -2.973 1.930
H -0.415 -2.423 2.136
H 0.483 -1.525 0.952
H 0.266 -0.333 3.065
H 1.593 -1.183 3.793
H 3.320 0.852 -1.214
H 3.144 2.335 -0.271
H 5.634 2.632 -0.105
H 5.943 1.299 -1.082
H 5.141 2.618 -1.854
H 5.721 -1.924 1.751
H 6.446 -0.425 2.304
H 7.227 -2.285 3.914
H 6.438 -1.107 4.669
H 5.467 -2.539 4.391
C -1.624 0.800 -0.590
Cl -1.944 -0.354 -1.887
Cl -2.043 0.064 0.926
Cl -2.346 2.416 -0.703
H -0.563 1.012 -0.458
*
```

The calculation puts the HOMO energy at -9.722 eV. The calculation puts the energy above the lowest of the compared OMol25 structures with the same formula, charge and spin at 4.214 eV. As for the HOMO-LUMO gap: 9.08 eV. The LUMO energy comes out at -0.644 eV. The largest force on an atom is 4.55 eV/A.

The following is a quantum chemistry calculation of a 4-piece molecular cluster, C21H48BrO12P overall, from the Open Molecules 2025 dataset.

```
! wB97M-V def2-TZVPD RIJCOSX def2/J DEFGRID3
* xyz 0 1
C 5.779 -2.243 -2.640
P 4.610 -3.483 -1.988
O 4.112 -4.123 -3.425
C 3.186 -2.304 -1.611
O 2.138 -2.435 -2.588
C 1.349 -1.381 -2.730
O 1.532 -0.260 -2.367
Br -0.249 -1.895 -3.662
H 5.306 -1.486 -3.274
H 6.254 -1.762 -1.775
H 6.542 -2.781 -3.215
H 3.928 -5.066 -3.309
H 3.565 -1.280 -1.591
H 2.781 -2.559 -0.627
C -2.645 -2.344 0.207
O -1.611 -3.299 0.304
C -0.357 -2.743 0.648
C 0.435 -3.668 1.545
O -0.035 -3.721 2.879
C -1.222 -4.440 3.168
C -1.068 -5.942 3.126
O -0.980 -6.415 1.795
C -0.183 -7.567 1.657
H -2.525 -1.708 -0.677
H -3.585 -2.886 0.125
H -2.683 -1.712 1.102
H -0.486 -1.779 1.151
H 0.220 -2.574 -0.273
H 1.436 -3.235 1.632
H 0.540 -4.661 1.103
H -2.052 -4.116 2.537
H -1.460 -4.171 4.200
H -1.945 -6.391 3.613
H -0.176 -6.228 3.696
H 0.804 -7.427 2.114
H -0.052 -7.746 0.591
H -0.660 -8.445 2.107
C 1.411 2.464 0.417
O 1.552 2.453 1.818
C 0.611 3.260 2.505
C 0.142 2.586 3.775
O -0.747 1.507 3.543
C -0.199 0.303 3.037
C 0.526 -0.564 4.036
O 1.788 -0.018 4.391
C 2.175 -0.317 5.711
H 1.706 3.427 -0.015
H 2.058 1.685 0.018
H 0.380 2.239 0.123
H -0.262 3.461 1.873
H 1.079 4.219 2.762
H -0.449 3.318 4.331
H 0.990 2.293 4.398
H 0.431 0.495 2.165
H -1.065 -0.275 2.702
H 0.669 -1.545 3.571
H -0.102 -0.694 4.926
H 1.389 -0.050 6.427
H 3.063 0.272 5.932
H 2.416 -1.380 5.831
C -4.527 6.377 -4.705
O -3.386 5.551 -4.674
C -2.164 6.264 -4.724
C -1.088 5.582 -3.911
O -1.249 5.698 -2.509
C -2.225 4.886 -1.879
C -1.832 3.434 -1.740
O -1.916 2.746 -2.974
C -0.967 1.707 -3.097
H -4.668 6.835 -5.690
H -5.389 5.749 -4.484
H -4.467 7.169 -3.950
H -2.299 7.286 -4.353
H -1.822 6.319 -5.767
H -0.152 6.104 -4.126
H -0.969 4.541 -4.219
H -3.201 4.980 -2.360
H -2.308 5.291 -0.868
H -2.514 2.956 -1.021
H -0.814 3.376 -1.341
H 0.046 2.067 -2.886
H -1.004 1.350 -4.125
H -1.191 0.870 -2.427
*
```

The calculation puts the HOMO energy at -9.001 eV. As for the HOMO-LUMO gap: 9.40 eV. The SMILES is CP(O)COC(=O)Br.COCCOCCOC.COCCOCCOC.COCCOCCOC. The LUMO energy comes out at 0.403 eV. The largest force on an atom is 0.49 eV/A.

The following is a quantum chemistry calculation of an isolated ion of composition C21H49BN4O4P3 and charge +1, from the Open Molecules 2025 dataset.

```
! wB97M-V def2-TZVPD RIJCOSX def2/J DEFGRID3
* xyz 1 1
C 1.646 3.806 2.776
C 0.716 2.844 2.007
P 1.245 1.070 2.065
C -0.309 0.237 2.602
C 1.647 0.515 0.267
C 2.460 1.610 -0.483
C 3.946 1.853 -0.187
C 4.344 2.238 1.233
O 5.766 2.313 1.333
C 0.364 0.274 -0.610
C -0.675 1.396 -0.539
C -1.861 1.210 -1.485
C -2.918 2.309 -1.294
C -3.717 2.525 -2.574
C -3.783 1.997 -0.052
C -5.064 1.197 -0.336
C -4.897 -0.263 -0.706
C -4.666 -1.274 0.139
C -4.043 -1.077 1.502
C -5.030 -2.691 -0.213
C -0.217 -1.127 -0.444
C 0.744 -2.226 -0.926
O 0.564 -3.406 -0.198
B 0.363 -2.571 -2.501
N 0.237 -3.931 -2.957
O 0.111 -1.500 -3.326
N 2.181 -1.676 -0.857
P 3.450 -2.897 -1.415
N 3.130 -4.387 -1.291
C 2.505 -0.789 0.357
P 2.498 -1.695 2.034
N 3.395 -3.095 1.543
O 3.678 -0.866 2.798
H 1.121 4.245 3.623
H 2.010 4.612 2.142
H 2.504 3.283 3.196
H 0.526 3.206 1.000
H -0.262 2.848 2.495
H -0.257 -0.840 2.476
H -0.336 0.417 3.679
H -1.233 0.633 2.183
H 1.939 2.562 -0.376
H 2.402 1.387 -1.557
H 4.562 1.004 -0.506
H 4.262 2.673 -0.836
H 3.999 3.248 1.445
H 3.949 1.546 1.982
H 6.122 1.465 1.590
H 0.695 0.312 -1.659
H -1.045 1.551 0.472
H -0.193 2.327 -0.847
H -1.498 1.203 -2.518
H -2.361 0.254 -1.311
H -2.384 3.246 -1.095
H -4.170 1.592 -2.921
H -3.076 2.901 -3.372
H -4.534 3.231 -2.418
H -3.175 1.419 0.646
H -4.059 2.932 0.440
H -5.671 1.228 0.573
H -5.658 1.683 -1.109
H -5.021 -0.516 -1.758
H -4.644 -0.432 2.152
H -3.062 -0.611 1.408
H -3.941 -2.029 2.023
H -4.162 -3.357 -0.273
H -5.561 -2.742 -1.161
H -5.676 -3.083 0.575
H -1.088 -1.205 -1.095
H -0.566 -1.346 0.564
H 1.265 -3.586 0.432
H 1.029 -4.479 -2.612
H -0.566 -4.427 -2.576
H 0.777 -1.169 -3.928
H 2.219 -0.996 -1.625
H 3.443 -2.434 -2.740
H 4.570 -2.317 -0.812
H 3.748 -4.931 -0.704
H 3.559 -0.537 0.203
H 4.313 -3.140 1.977
H 2.916 -3.940 1.841
H 4.531 -0.841 2.345
*
```

The calculation puts the HOMO energy at -10.537 eV. The calculation puts the energy above the lowest of the compared OMol25 structures with the same formula, charge and spin at 0.000 eV. As for the HOMO-LUMO gap: 7.64 eV. The SMILES is CCP(C)[C@]1(CCCO)[C@H](CC[C@@H](C)CCC=C(C)C)C[C@@](O)(B(N)O)[N@H+]([PH2]=N)[C@@H]1P(N)O. The LUMO energy comes out at -2.900 eV. The largest force on an atom is 0.77 eV/A.

The following is a quantum chemistry calculation of C21H49BNO35S8Si as an isolated structure at a distorted geometry, from the Open Molecules 2025 dataset.

```
! wB97M-V def2-TZVPD RIJCOSX def2/J DEFGRID3
* xyz 1 1
C 2.066 -3.914 1.408
Si 1.858 -2.196 0.565
C 2.949 -0.943 1.614
C 2.530 -2.341 -1.275
O 0.229 -1.540 0.594
C -0.749 -2.425 -0.058
C -2.218 -1.633 0.055
N -3.210 -2.347 0.952
B -3.809 -3.614 0.347
O -4.056 -3.693 -1.114
O -4.157 -4.701 1.321
H 3.142 -4.317 1.095
H 2.115 -3.716 2.582
H 1.246 -4.709 1.133
H 2.537 -1.043 2.728
H 2.648 0.122 1.225
H 4.094 -1.180 1.557
H 2.012 -1.580 -2.007
H 3.686 -2.051 -1.260
H 2.417 -3.438 -1.678
H -0.530 -2.578 -1.220
H -0.798 -3.517 0.397
H -2.687 -1.416 -0.997
H -2.017 -0.575 0.569
H -2.858 -2.520 1.935
H -4.028 -1.676 1.072
H -3.153 -3.876 -1.510
H -3.420 -4.653 2.015
C 1.109 -5.068 -4.649
C -0.244 -5.622 -5.089
O -0.856 -6.103 -3.895
S -0.377 -5.175 -2.643
O -1.401 -4.185 -2.397
O 0.149 -6.037 -1.610
O 0.872 -4.440 -3.391
H 1.834 -5.873 -4.497
H 1.512 -4.347 -5.366
H -0.145 -6.426 -5.823
H -0.879 -4.831 -5.500
C -7.673 -2.390 -4.548
C -8.069 -3.493 -3.571
O -6.937 -4.356 -3.503
S -5.582 -3.471 -3.708
O -5.038 -3.170 -2.403
O -4.803 -4.067 -4.768
O -6.296 -2.123 -4.284
H -7.760 -2.731 -5.585
H -8.269 -1.484 -4.413
H -8.954 -4.042 -3.900
H -8.245 -3.087 -2.569
C 3.881 3.707 1.849
C 5.407 3.728 1.827
O 5.784 2.630 0.999
S 4.647 2.421 -0.152
O 5.098 3.080 -1.357
O 4.216 1.042 -0.123
O 3.486 3.342 0.527
H 3.507 2.944 2.539
H 3.458 4.679 2.118
H 5.839 3.623 2.826
H 5.782 4.646 1.363
C -0.608 -4.995 -10.412
C 0.599 -4.102 -10.687
O 0.836 -3.409 -9.463
S 0.412 -4.373 -8.218
O 1.606 -5.019 -7.720
O -0.503 -3.646 -7.368
O -0.437 -5.468 -9.077
H -1.540 -4.422 -10.454
H -0.667 -5.835 -11.110
H 0.418 -3.396 -11.501
H 1.488 -4.699 -10.914
C 0.021 0.611 4.607
C -0.256 1.170 3.214
O -0.366 2.580 3.393
S 0.615 3.038 4.613
O 1.851 3.524 4.039
O -0.162 3.796 5.565
O 0.891 1.555 5.231
H -0.898 0.552 5.198
H 0.493 -0.375 4.570
H -1.171 0.764 2.777
H 0.586 0.981 2.539
C -9.373 -1.756 0.671
C -9.120 -3.247 0.471
O -10.179 -3.902 1.165
S -11.516 -2.970 1.092
O -12.345 -3.454 0.011
O -12.009 -2.773 2.436
O -10.789 -1.596 0.599
H -9.043 -1.429 1.663
H -8.882 -1.147 -0.093
H -8.150 -3.561 0.864
H -9.190 -3.521 -0.587
C 6.049 8.520 3.579
C 7.544 8.295 3.365
O 7.634 7.457 2.215
S 6.394 7.799 1.212
O 6.873 8.711 0.197
O 5.705 6.568 0.902
O 5.492 8.646 2.272
H 5.587 7.655 4.065
H 5.847 9.418 4.169
H 8.022 7.822 4.226
H 8.055 9.237 3.137
C 5.512 9.096 9.040
C 5.640 10.142 7.936
O 6.409 9.513 6.914
S 6.085 7.914 6.915
O 5.095 7.654 5.894
O 7.334 7.195 7.001
O 5.347 7.849 8.367
H 6.427 9.042 9.640
H 4.659 9.291 9.696
H 6.132 11.055 8.282
H 4.661 10.394 7.515
*
```

The calculation puts the HOMO energy at -11.931 eV. As for the HOMO-LUMO gap: 8.41 eV. The LUMO energy comes out at -3.522 eV. The largest force on an atom is 14.22 eV/A.

The following is a quantum chemistry calculation of a 11-piece molecular cluster, C21H49F6N7O26P2 overall at a distorted geometry, from the Open Molecules 2025 dataset.

```
! wB97M-V def2-TZVPD RIJCOSX def2/J DEFGRID3
* xyz -1 2
C 6.035 -2.606 -2.296
N 7.048 -1.746 -1.629
O 8.208 -2.062 -1.636
O 6.606 -0.739 -1.113
H 6.181 -3.582 -1.832
H 6.244 -2.694 -3.362
H 4.992 -2.300 -2.211
C 1.673 -3.095 -4.525
N 2.399 -2.377 -5.554
O 3.638 -2.469 -5.593
O 1.773 -1.678 -6.337
H 2.139 -2.858 -3.568
H 1.771 -4.168 -4.690
H 0.606 -2.874 -4.492
C -0.750 -6.802 3.590
N -0.397 -6.809 2.153
O -1.296 -7.151 1.371
O 0.703 -6.364 1.785
H 0.174 -6.808 4.168
H -1.289 -7.709 3.865
H -1.406 -5.990 3.905
C -2.860 3.327 -3.990
N -1.929 2.474 -3.213
O -2.024 2.515 -1.974
O -1.053 1.878 -3.819
H -3.670 2.639 -4.233
H -2.218 3.534 -4.846
H -3.120 4.148 -3.323
C 5.457 2.758 -0.777
N 4.912 2.995 0.579
O 4.312 2.063 1.076
O 5.248 4.027 1.148
H 5.045 3.612 -1.315
H 5.122 1.843 -1.265
H 6.539 2.874 -0.832
C -1.984 -6.598 -2.347
N -0.761 -5.761 -2.622
O 0.266 -5.909 -1.989
O -0.803 -5.035 -3.654
H -1.904 -7.037 -1.353
H -1.884 -7.338 -3.142
H -2.819 -5.919 -2.521
C -1.275 -1.388 4.298
N -1.350 -2.674 3.566
O -2.485 -2.955 3.118
O -0.341 -3.314 3.444
H -1.755 -0.638 3.669
H -0.229 -1.155 4.501
H -1.655 -1.560 5.304
C -2.388 -1.394 -2.883
O -3.625 -1.636 -2.393
P -4.691 -0.377 -2.174
O -4.969 0.504 -3.305
O -4.099 0.471 -0.919
C -3.405 -0.254 0.083
O -5.999 -1.129 -1.576
C -7.134 -1.322 -2.458
H -1.990 -0.390 -2.739
H -2.241 -1.645 -3.933
H -1.649 -2.017 -2.377
H -2.388 0.118 0.203
H -3.268 -1.320 -0.104
H -4.063 -0.271 0.952
H -7.994 -0.783 -2.062
H -7.347 -2.382 -2.593
H -6.923 -0.985 -3.473
C 0.737 1.683 -0.274
O -0.035 0.493 -0.214
P 0.553 -0.923 -0.649
O 0.732 -1.118 -2.138
O -0.516 -1.936 0.111
C -0.447 -3.354 -0.037
O 1.898 -1.200 0.183
C 2.905 -2.056 -0.392
H 1.199 1.741 -1.260
H 1.437 1.898 0.534
H -0.049 2.438 -0.300
H -0.014 -3.655 -0.991
H -1.465 -3.724 0.086
H -0.017 -3.939 0.775
H 2.953 -2.109 -1.479
H 2.914 -3.044 0.067
H 3.904 -1.703 -0.135
C -3.773 3.837 0.914
C -2.369 3.750 1.487
O -1.924 4.861 2.203
C -1.370 5.909 1.550
O -1.226 6.012 0.303
C -0.948 7.005 2.609
F -0.840 6.471 3.855
F 0.206 7.503 2.229
F -1.804 8.062 2.625
H -3.845 4.704 0.257
H -4.528 3.994 1.684
H -4.083 2.978 0.318
H -1.670 3.642 0.658
H -2.263 2.891 2.148
C 2.430 6.814 4.514
C 3.126 5.465 4.672
O 2.188 4.440 4.266
C 2.505 3.158 4.151
O 3.598 2.686 4.320
C 1.301 2.273 3.722
F 1.641 1.273 2.984
F 0.708 1.866 4.850
F 0.314 2.920 3.071
H 2.863 7.561 5.180
H 1.350 6.791 4.662
H 2.616 7.107 3.480
H 3.484 5.377 5.697
H 3.961 5.443 3.971
*
```

The calculation puts the HOMO energy (alpha / beta) at -0.705 / -4.425 eV. As for the HOMO-LUMO gap (alpha / beta): 2.28 / 6.00 eV. As for the expectation value of S²: 0.75. The LUMO energy (alpha / beta) comes out at 1.573 / 1.573 eV. The largest force on an atom is 4.95 eV/A.